Density functional theory data (the ωB97M-V functional and the def2-TZVPD basis) for a cluster of 3 separate species, C44H82N5OSi in total.

Output
Charge: +1
HOMO level (eV): -9.4
Frontier orbital gap (eV): 6.322

Element x y z (Å)
C  -5.396  -0.830  1.235
C  -4.786  -1.763  0.754
C  -4.154  -3.117  0.464
C  -2.653  -2.988  0.021
C  -1.922  -4.360  0.209
N  -1.036  -4.471  1.385
C  0.332  -4.747  1.264
C  1.231  -4.948  0.033
N  1.814  -6.310  -0.061
C  0.917  -4.831  2.525
O  2.213  -5.113  2.772
C  2.964  -3.968  3.276
C  4.095  -3.596  2.247
C  5.513  -3.417  2.930
C  6.048  -1.952  2.722
N  -0.144  -4.588  3.419
C  0.104  -4.622  4.858
C  -0.146  -6.070  5.400
C  -1.426  -6.580  5.534
C  -1.275  -4.356  2.721
C  -2.600  -4.020  3.404
C  -2.897  -2.456  3.389
C  -2.363  -1.717  4.664
C  -1.434  -0.495  4.280
C  -2.155  0.902  4.471
C  -1.418  1.952  3.563
C  -2.203  2.334  2.273
C  -2.146  1.275  1.116
Si  -0.461  1.077  0.264
C  0.793  0.014  1.218
C  0.366  2.730  -0.197
C  -0.774  0.175  -1.393
C  -2.042  -0.319  -1.793
C  -2.260  -0.990  -3.043
C  -1.221  -1.185  -3.993
C  0.110  -0.637  -3.589
C  0.304  -0.015  -2.341
H  -5.792  0.082  1.681
H  -4.335  -3.852  1.271
H  -4.712  -3.504  -0.424
H  -2.121  -2.123  0.459
H  -2.679  -2.811  -1.078
H  -1.257  -4.476  -0.673
H  -2.631  -5.216  0.146
H  0.735  -4.627  -0.910
H  2.084  -4.233  0.158
H  2.703  -6.256  0.441
H  2.049  -6.441  -1.047
H  2.335  -3.070  3.446
H  3.458  -4.312  4.212
H  4.203  -4.367  1.457
H  3.843  -2.640  1.744
H  5.411  -3.579  4.024
H  6.261  -4.094  2.468
H  7.140  -1.972  2.941
H  5.553  -1.257  3.431
H  5.883  -1.570  1.693
H  -0.545  -3.950  5.453
H  1.150  -4.371  5.116
H  0.690  -6.720  5.732
H  -1.767  -7.446  4.933
H  -2.164  -6.182  6.269
H  -2.463  -4.271  4.480
H  -3.461  -4.626  3.063
H  -2.333  -2.057  2.524
H  -3.986  -2.283  3.322
H  -1.758  -2.357  5.340
H  -3.187  -1.307  5.293
H  -1.131  -0.524  3.210
H  -0.485  -0.504  4.867
H  -1.972  1.206  5.522
H  -3.237  0.806  4.256
H  -0.370  1.628  3.381
H  -1.338  2.890  4.166
H  -3.283  2.463  2.528
H  -1.854  3.329  1.918
H  -2.844  1.648  0.322
H  -2.569  0.287  1.426
H  1.688  -0.113  0.562
H  1.131  0.475  2.173
H  0.394  -1.014  1.402
H  0.104  3.536  0.526
H  1.463  2.554  -0.200
H  0.074  3.005  -1.236
H  -2.927  -0.197  -1.144
H  -3.261  -1.367  -3.312
H  -1.390  -1.680  -4.961
H  0.932  -0.747  -4.318
H  1.304  0.358  -2.062
C  -0.587  1.437  -10.847
C  -0.188  1.574  -9.385
N  -0.011  0.302  -8.701
C  0.118  0.442  -7.259
C  1.343  1.180  -6.732
C  0.915  -0.633  -9.322
C  2.364  -0.177  -9.524
H  -1.501  0.849  -10.951
H  -0.772  2.426  -11.273
H  0.197  0.970  -11.446
H  -0.984  2.130  -8.881
H  0.715  2.199  -9.325
H  0.083  -0.544  -6.783
H  -0.772  0.961  -6.885
H  2.239  0.562  -6.784
H  1.188  1.426  -5.677
H  1.536  2.117  -7.256
H  0.510  -0.917  -10.298
H  0.914  -1.568  -8.753
H  2.433  0.843  -9.901
H  2.851  -0.826  -10.256
H  2.944  -0.250  -8.605
C  0.272  9.858  2.937
C  1.197  8.676  2.687
N  0.524  7.386  2.708
C  1.444  6.260  2.721
C  2.341  6.049  1.497
C  -0.616  7.246  1.814
C  -0.379  7.455  0.315
H  -0.255  9.749  3.887
H  0.855  10.780  2.979
H  -0.466  9.979  2.142
H  1.956  8.684  3.475
H  1.731  8.843  1.739
H  0.879  5.340  2.906
H  2.093  6.370  3.597
H  1.786  5.623  0.660
H  3.134  5.338  1.744
H  2.823  6.969  1.166
H  -1.390  7.949  2.137
H  -1.071  6.262  1.967
H  0.253  8.319  0.107
H  -1.336  7.628  -0.185
H  0.065  6.577  -0.153

=====

Density functional theory data (the ωB97M-V functional and the def2-TZVPD basis) for a cluster of 8 separate species, C44H83N2O17S8 in total.

Output
Charge: +1
HOMO level (eV): -11.2
Frontier orbital gap (eV): 8.462

Element x y z (Å)
C  -0.590  1.488  8.926
C  -0.004  0.804  7.829
C  -0.743  0.664  6.419
C  -0.138  1.497  5.132
C  0.849  0.421  4.387
C  2.338  1.031  4.455
S  2.861  1.668  6.116
C  4.232  0.651  6.846
C  5.360  0.160  5.810
C  0.285  0.547  2.850
C  1.415  0.350  1.734
O  1.669  1.332  0.968
O  2.178  -0.840  1.509
N  0.569  -0.973  4.876
C  1.592  -1.730  5.677
C  2.735  -2.460  4.815
C  2.196  -3.340  3.581
C  3.448  -3.523  5.843
C  -0.664  -0.807  5.764
O  -1.865  -1.187  4.983
C  -2.350  -2.399  5.581
N  -2.582  -3.555  5.875
H  0.003  1.512  9.912
H  -1.625  1.982  8.901
H  1.048  0.365  7.939
H  -1.813  1.065  6.518
H  0.273  2.549  5.321
H  -1.132  1.744  4.582
H  2.341  1.950  3.744
H  3.046  0.270  3.977
H  4.770  1.340  7.611
H  3.789  -0.204  7.496
H  6.296  0.826  5.885
H  5.047  0.158  4.712
H  5.704  -0.891  6.164
H  -0.163  1.600  2.674
H  -0.558  -0.194  2.622
H  2.983  -0.763  2.079
H  0.158  -1.571  4.120
H  1.073  -2.568  6.289
H  2.113  -1.072  6.475
H  3.586  -1.774  4.464
H  3.061  -3.614  2.859
H  1.393  -2.840  2.936
H  1.778  -4.336  3.965
H  3.318  -4.607  5.452
H  4.581  -3.305  5.951
H  2.921  -3.493  6.870
H  -0.763  -1.487  6.677
C  0.596  -1.662  -1.651
C  -0.069  -1.690  -3.029
C  0.251  -3.043  -3.666
S  0.483  -4.191  -2.314
O  1.861  -4.625  -2.309
O  -0.620  -5.125  -2.286
C  0.261  -3.000  -1.005
H  0.241  -0.824  -1.046
H  1.680  -1.562  -1.766
H  -1.151  -1.586  -2.913
H  0.273  -0.866  -3.660
H  -0.564  -3.391  -4.301
H  1.179  -3.004  -4.239
H  0.910  -3.245  -0.164
H  -0.787  -3.036  -0.695
C  2.240  5.986  0.273
C  3.609  6.103  -0.400
C  4.671  5.851  0.672
S  3.910  4.783  1.888
O  3.794  5.511  3.132
O  4.515  3.470  1.814
C  2.303  4.721  1.117
H  1.431  5.941  -0.458
H  2.069  6.857  0.915
H  3.693  5.346  -1.187
H  3.746  7.080  -0.868
H  5.551  5.359  0.258
H  4.962  6.777  1.171
H  1.525  4.675  1.881
H  2.268  3.827  0.490
C  5.229  10.851  4.429
C  5.395  9.390  4.851
C  4.121  8.647  4.443
S  3.463  9.523  3.030
O  2.196  10.109  3.401
O  3.618  8.704  1.845
C  4.696  10.812  3.003
H  6.171  11.400  4.490
H  4.505  11.345  5.086
H  6.256  8.957  4.331
H  5.579  9.297  5.923
H  4.330  7.613  4.163
H  3.371  8.673  5.236
H  4.245  11.752  2.687
H  5.476  10.512  2.300
C  -5.732  -3.379  -5.021
C  -5.907  -1.892  -5.329
C  -4.650  -1.171  -4.841
S  -3.324  -2.365  -4.928
O  -2.867  -2.646  -3.583
O  -2.413  -1.991  -5.991
C  -4.325  -3.733  -5.482
H  -6.484  -3.989  -5.525
H  -5.827  -3.547  -3.943
H  -6.014  -1.754  -6.410
H  -6.804  -1.484  -4.857
H  -4.406  -0.313  -5.473
H  -4.750  -0.852  -3.801
H  -3.954  -4.664  -5.053
H  -4.266  -3.770  -6.571
C  -6.116  -1.996  -10.625
C  -5.258  -3.043  -11.337
C  -5.132  -4.247  -10.402
S  -6.607  -4.248  -9.388
O  -6.223  -3.996  -8.017
O  -7.440  -5.367  -9.762
C  -7.311  -2.754  -10.062
H  -6.430  -1.199  -11.303
H  -5.543  -1.541  -9.810
H  -5.751  -3.348  -12.266
H  -4.275  -2.646  -11.603
H  -5.074  -5.184  -10.957
H  -4.268  -4.151  -9.741
H  -7.839  -2.206  -9.282
H  -8.004  -3.041  -10.856
C  -1.483  3.658  -6.649
C  -0.933  2.446  -7.403
C  -1.469  1.192  -6.710
S  -3.026  1.659  -5.965
O  -2.893  1.577  -4.528
O  -4.108  1.016  -6.680
C  -2.966  3.377  -6.442
H  -1.325  4.586  -7.202
H  -0.980  3.750  -5.681
H  -1.284  2.472  -8.440
H  0.159  2.447  -7.427
H  -1.636  0.380  -7.419
H  -0.800  0.858  -5.914
H  -3.416  3.995  -5.665
H  -3.521  3.484  -7.377
C  -1.403  -8.346  2.812
C  -1.592  -6.855  2.524
C  -0.337  -6.131  3.015
S  1.001  -7.315  2.903
O  1.467  -7.609  4.240
O  1.899  -6.920  1.842
C  0.005  -8.683  2.338
H  -2.153  -8.955  2.304
H  -1.489  -8.528  3.888
H  -1.707  -6.704  1.446
H  -2.489  -6.461  3.008
H  -0.105  -5.263  2.394
H  -0.433  -5.826  4.059
H  0.386  -9.616  2.751
H  0.058  -8.705  1.247

=====

Density functional theory data (the ωB97M-V functional and the def2-TZVPD basis) for a cluster of 11 separate species, C44H88O33 in total.

Output
SMILES string: CCOC(=O)OC.CCOC(=O)OC.CCOC(=O)OC.CCOC(=O)OC.CCOC(=O)OC.CCOC(=O)OC.CCOC(=O)OC.CCOC(=O)OC.CCOC(=O)OC.CCOC(=O)OC.CCOC(=O)OC
HOMO level (eV): -10.4
Frontier orbital gap (eV): 10.945

Element x y z (Å)
C  -4.550  -1.855  2.007
C  -4.142  -1.986  3.430
O  -5.279  -1.694  4.218
C  -5.754  -2.470  5.204
O  -5.281  -3.495  5.662
O  -6.900  -1.887  5.615
C  -7.543  -2.455  6.762
H  -5.363  -2.505  1.683
H  -3.682  -2.111  1.399
H  -4.853  -0.834  1.775
H  -3.330  -1.331  3.747
H  -3.851  -3.028  3.564
H  -7.397  -3.534  6.821
H  -8.614  -2.249  6.769
H  -7.059  -1.941  7.592
C  -8.355  2.155  -5.895
C  -6.883  2.125  -5.449
O  -6.785  1.271  -4.293
C  -5.553  0.964  -3.853
O  -4.474  1.111  -4.474
O  -5.709  0.175  -2.738
C  -4.529  -0.245  -2.027
H  -8.503  2.519  -6.912
H  -8.887  2.914  -5.322
H  -8.871  1.195  -5.882
H  -6.614  3.130  -5.123
H  -6.174  1.897  -6.244
H  -4.734  -1.067  -1.341
H  -4.190  0.523  -1.332
H  -3.676  -0.418  -2.683
C  1.315  0.492  -4.816
C  2.349  -0.569  -4.865
O  1.794  -1.644  -5.625
C  2.593  -2.713  -5.828
O  3.751  -2.866  -5.349
O  1.897  -3.624  -6.539
C  2.481  -4.925  -6.795
H  0.395  0.097  -4.386
H  0.974  0.847  -5.788
H  1.538  1.368  -4.206
H  2.817  -0.901  -3.938
H  3.122  -0.132  -5.498
H  3.434  -4.874  -7.323
H  1.840  -5.677  -7.256
H  2.646  -5.403  -5.830
C  1.631  5.019  3.506
C  1.242  4.119  2.350
O  0.237  4.712  1.516
C  0.505  5.646  0.523
O  1.657  6.035  0.197
O  -0.704  6.115  0.095
C  -0.759  7.343  -0.708
H  2.428  4.493  4.032
H  0.871  5.299  4.235
H  1.886  5.955  3.009
H  0.684  3.276  2.757
H  2.121  3.704  1.856
H  -0.475  8.273  -0.215
H  -1.733  7.599  -1.125
H  -0.101  7.282  -1.574
C  6.136  -3.591  1.147
C  5.794  -5.089  1.194
O  6.098  -5.519  2.500
C  6.021  -6.784  2.789
O  5.400  -7.613  2.133
O  6.543  -6.964  3.961
C  6.674  -8.235  4.528
H  7.110  -3.291  1.532
H  5.264  -3.027  1.478
H  6.213  -3.307  0.097
H  6.394  -5.592  0.436
H  4.725  -5.252  1.064
H  7.691  -8.571  4.324
H  5.976  -8.979  4.146
H  6.624  -8.137  5.613
C  -1.805  1.259  1.468
C  -0.980  1.405  0.189
O  0.307  0.745  0.390
C  0.873  0.003  -0.571
O  0.397  -0.217  -1.718
O  2.020  -0.539  -0.039
C  2.842  -1.300  -0.876
H  -2.284  0.280  1.438
H  -2.571  2.021  1.612
H  -1.235  1.327  2.395
H  -0.749  2.422  -0.125
H  -1.644  1.028  -0.588
H  3.412  -0.819  -1.671
H  2.300  -2.177  -1.229
H  3.574  -1.837  -0.273
C  8.973  -4.452  -1.795
C  8.317  -3.457  -2.707
O  7.691  -2.485  -1.938
C  6.601  -1.871  -2.352
O  5.532  -1.926  -1.732
O  6.903  -1.139  -3.505
C  5.839  -0.499  -4.217
H  9.833  -4.109  -1.219
H  9.216  -5.275  -2.467
H  8.164  -4.903  -1.220
H  7.551  -3.973  -3.286
H  9.111  -3.115  -3.371
H  5.357  0.217  -3.552
H  5.080  -1.249  -4.439
H  6.174  -0.099  -5.174
C  -3.130  4.033  3.817
C  -3.451  5.237  2.968
O  -4.752  5.662  2.958
C  -5.347  6.206  4.006
O  -4.830  6.497  5.106
O  -6.539  6.482  3.605
C  -7.434  7.274  4.424
H  -2.147  3.588  3.664
H  -3.856  3.260  3.566
H  -3.419  4.150  4.862
H  -3.252  4.967  1.931
H  -2.857  6.092  3.290
H  -7.509  6.865  5.431
H  -8.442  7.244  4.010
H  -7.188  8.336  4.449
C  -0.109  3.091  7.480
C  -0.313  1.999  6.461
O  0.728  2.145  5.492
C  0.924  1.255  4.495
O  0.231  0.263  4.281
O  2.099  1.628  3.983
C  2.643  0.794  2.981
H  -0.798  2.920  8.308
H  -0.267  4.088  7.070
H  0.861  3.047  7.975
H  -1.215  2.011  5.851
H  -0.137  0.996  6.850
H  2.911  1.365  2.093
H  2.084  -0.021  2.523
H  3.629  0.482  3.327
C  4.244  -5.408  -1.952
C  3.283  -4.650  -2.865
O  2.004  -4.988  -2.364
C  1.204  -5.903  -3.018
O  1.523  -6.475  -4.091
O  0.130  -6.088  -2.278
C  -0.858  -7.090  -2.634
H  5.278  -5.110  -2.126
H  4.244  -6.483  -2.133
H  4.048  -5.192  -0.901
H  3.402  -4.979  -3.898
H  3.513  -3.588  -2.773
H  -1.790  -6.605  -2.925
H  -1.207  -7.709  -1.807
H  -0.527  -7.798  -3.393
C  -0.294  3.235  -3.355
C  -1.594  3.935  -3.330
O  -2.238  3.922  -2.087
C  -3.367  4.593  -1.844
O  -4.012  5.348  -2.553
O  -3.711  4.224  -0.620
C  -5.021  4.620  -0.083
H  0.076  3.171  -4.378
H  -0.441  2.198  -3.055
H  0.391  3.768  -2.696
H  -2.222  3.317  -3.973
H  -1.443  4.873  -3.865
H  -5.052  5.708  -0.013
H  -5.147  4.332  0.961
H  -5.898  4.330  -0.662

=====

Question: What is the frontier orbital gap in the second record?
Answer: 8.462 eV

=====

Question: What is the formula in the first record?
Answer: C44H82N5OSi

=====

Question: Look up the HOMO level of the second one.
Answer: -11.2 eV